Entry from OMol25: a single C4H5N3O molecule in a non-equilibrium geometry (ωB97M-V with the def2-TZVPD basis set).

Net charge: 0
Energy above the lowest of the compared OMol25 structures with the same formula, charge and spin (kcal per mole): 151.4
SMILES string: C#CC(/C=N\N)=N\O
Maximum force (hartree/bohr): 0.1493
HOMO energy (eV): -9.01
E_tot (a.u.): -394.726358
LUMO energy (Ha): 0.002
Kohn-Sham gap (eV): 9.1

Last column: natural (NBO) charge in e.
Atoms and positions in Å:
C  0.766794  -1.191413  -0.187058  -0.020
C  -0.348089  -0.132296  -0.108766  0.036
C  -1.680329  -0.631686  0.089840  -0.073
C  -2.872450  -1.029291  0.122721  -0.146
H  1.704625  1.017168  -0.189536  0.372
H  3.229780  0.508520  0.028213  0.349
H  0.468975  -2.264830  -0.170590  0.209
H  -0.642211  2.800026  0.149252  0.486
H  -3.760610  -1.509331  0.219213  0.223
N  2.275348  0.356240  0.353559  -0.635
N  2.044320  -0.940684  -0.078372  -0.196
N  -0.080511  1.123314  -0.197497  -0.114
O  -1.105644  1.894257  -0.030973  -0.492

Atoms 1-6, force components in eV/Å:
0.42 0.25 0.23
0.99 -1.59 0.05
-5.06 -1.43 -0.11
7.28 2.41 -0.18
0.20 -0.17 0.64
0.11 0.29 0.68